Below is 8 unconnected molecules or ions with the total composition C32H54Br2N2O5 at a distorted geometry, with properties calculated with ωB97M-V/def2-TZVPD.

Last columns: bonded neighbours and bond lengths (Å).
CARTESIAN COORDINATES (ANGSTROEM)
1 Br 2.08015 -3.32987 -5.60152  C2 1.933
2 C 0.97367 -1.84478 -6.15629  Br1 1.933, C3 1.516, H5 1.089, H6 1.086
3 C -0.17298 -1.56304 -5.20543  C2 1.516, Br4 1.931, H7 1.087, H8 1.088
4 Br 0.47414 -0.95071 -3.49170  C3 1.931
5 H 0.56564 -2.08505 -7.13662  C2 1.089
6 H 1.63469 -0.98912 -6.25695  C2 1.086
7 H -0.76334 -2.46820 -5.09211  C3 1.087
8 H -0.78658 -0.77638 -5.63950  C3 1.088
9 N -4.60127 3.77861 -0.60494  C10 1.323, C14 1.331
10 C -4.43410 2.94482 0.40816  N9 1.323, C11 1.389, H15 1.087
11 C -3.20699 2.40211 0.76829  C10 1.389, C12 1.386, H16 1.082
12 C -2.10581 2.74064 -0.00151  C11 1.386, C13 1.382, H17 1.082
13 C -2.27598 3.55629 -1.10455  C12 1.382, C14 1.384, H18 1.083
14 C -3.53176 4.09042 -1.33419  N9 1.331, C13 1.384, H19 1.085
15 H -5.29959 2.72068 1.02569  C10 1.087
16 H -3.09084 1.81614 1.67019  C11 1.082
17 H -1.10745 2.39436 0.23098  C12 1.082
18 H -1.43818 3.88855 -1.70504  C13 1.083
19 H -3.70632 4.84614 -2.09256  C14 1.085
20 N 1.75888 0.90859 1.33616  C21 1.330, C25 1.329
21 C 1.04171 0.81860 0.21925  N20 1.330, C22 1.380, H26 1.089
22 C 0.04796 -0.11096 -0.00885  C21 1.380, C23 1.388, H27 1.079
23 C -0.28680 -0.93381 1.05785  C22 1.388, C24 1.385, H28 1.085
24 C 0.48122 -0.90967 2.20954  C23 1.385, C25 1.385, H29 1.082
25 C 1.47348 0.05144 2.31079  N20 1.329, C24 1.385, H30 1.085
26 H 1.38232 1.44998 -0.59978  C21 1.089
27 H -0.46535 -0.21147 -0.95299  C22 1.079
28 H -1.10213 -1.64621 0.98915  C23 1.085
29 H 0.26121 -1.61646 2.99841  C24 1.082
30 H 2.06708 0.10346 3.21753  C25 1.085
31 C 2.29140 2.92648 -5.12118  C32 1.523, C35 1.526, H36 1.096, H37 1.089
32 C 1.28058 2.41539 -6.13965  C31 1.523, C33 1.530, H38 1.097, H39 1.085
33 C -0.05977 2.84792 -5.54317  C32 1.530, O34 1.414, H40 1.093, H41 1.099
34 O 0.14010 3.01645 -4.15402  C33 1.414, C35 1.423
35 C 1.51161 2.84815 -3.81230  C31 1.526, O34 1.423, H42 1.099, H43 1.089
36 H 2.59574 3.96094 -5.31555  C31 1.096
37 H 3.21910 2.35574 -5.12292  C31 1.089
38 H 1.31860 1.32050 -6.07551  C32 1.097
39 H 1.39916 2.71951 -7.17485  C32 1.085
40 H -0.87452 2.14933 -5.75091  C33 1.093
41 H -0.37976 3.81010 -5.96771  C33 1.099
42 H 1.66785 1.86746 -3.34061  C35 1.099
43 H 1.76993 3.57963 -3.04771  C35 1.089
44 C 1.61766 5.83396 -0.88762  C45 1.529, C48 1.547, H49 1.087, H50 1.095
45 C 1.58241 4.94934 0.35926  C44 1.529, C46 1.539, H51 1.093, H52 1.091
46 C 2.32672 5.76273 1.43342  C45 1.539, O47 1.416, H53 1.094, H54 1.093
47 O 2.67256 7.00854 0.85724  C46 1.416, C48 1.428
48 C 2.68894 6.90282 -0.56688  C44 1.547, O47 1.428, H55 1.090, H56 1.089
49 H 0.68482 6.30027 -1.19512  C44 1.087
50 H 1.94196 5.24843 -1.75445  C44 1.095
51 H 2.12482 4.00469 0.26898  C45 1.093
52 H 0.55222 4.64807 0.55596  C45 1.091
53 H 3.21563 5.23693 1.79476  C46 1.094
54 H 1.69539 5.93684 2.30811  C46 1.093
55 H 3.66247 6.64504 -0.98486  C48 1.090
56 H 2.31546 7.87770 -0.87630  C48 1.089
57 C -0.59943 -2.36814 6.04153  C58 1.527, C61 1.522, H62 1.091, H63 1.090
58 C 0.62572 -1.99555 6.87395  C57 1.527, C59 1.552, H64 1.090, H65 1.087
59 C 0.91198 -0.52430 6.47105  C58 1.552, O60 1.415, H66 1.093, H67 1.099
60 O -0.09202 -0.10903 5.56474  C59 1.415, C61 1.417
61 C -1.17350 -1.02361 5.61651  C57 1.522, O60 1.417, H68 1.092, H69 1.104
62 H -1.34845 -2.89801 6.63267  C57 1.091
63 H -0.36836 -3.00888 5.19033  C57 1.090
64 H 1.51157 -2.58726 6.64255  C58 1.090
65 H 0.46336 -2.07365 7.94627  C58 1.087
66 H 1.88262 -0.35957 5.99711  C59 1.093
67 H 0.93935 0.10558 7.37130  C59 1.099
68 H -1.75744 -1.04200 4.69394  C61 1.092
69 H -1.91624 -0.64212 6.33827  C61 1.104
70 C 2.63154 -5.41075 -0.18775  C71 1.550, C74 1.534, H75 1.088, H76 1.087
71 C 2.11788 -4.12006 0.50051  C70 1.550, C72 1.546, H77 1.090, H78 1.085
72 C 0.77259 -3.79539 -0.18900  C71 1.546, O73 1.456, H79 1.087, H80 1.089
73 O 0.46270 -4.97896 -0.97785  C72 1.456, C74 1.402
74 C 1.67484 -5.55919 -1.37733  C70 1.534, O73 1.402, H81 1.103, H82 1.090
75 H 2.53479 -6.26186 0.48311  C70 1.088
76 H 3.65354 -5.26662 -0.52798  C70 1.087
77 H 2.83259 -3.32614 0.28322  C71 1.090
78 H 1.98722 -4.25608 1.56900  C71 1.085
79 H 0.72625 -2.95062 -0.87114  C72 1.087
80 H -0.03888 -3.83984 0.53629  C72 1.089
81 H 2.09183 -5.03787 -2.25526  C74 1.103
82 H 1.52050 -6.59417 -1.68160  C74 1.090
83 C -3.20507 -3.75319 0.69883  C84 1.538, C87 1.508, H88 1.096, H89 1.089
84 C -2.92538 -4.98484 1.57710  C83 1.538, C85 1.544, H90 1.089, H91 1.088
85 C -2.64098 -4.38299 2.97038  C84 1.544, O86 1.431, H92 1.089, H93 1.095
86 O -2.86519 -2.97388 2.86010  C85 1.431, C87 1.420
87 C -3.66946 -2.73876 1.71313  C83 1.508, O86 1.420, H94 1.093, H95 1.098
88 H -4.01442 -4.03679 0.01576  C83 1.096
89 H -2.40888 -3.42467 0.03308  C83 1.089
90 H -2.09686 -5.59330 1.21891  C84 1.089
91 H -3.81459 -5.60961 1.63337  C84 1.088
92 H -1.63041 -4.56972 3.33209  C85 1.089
93 H -3.34282 -4.74950 3.72726  C85 1.095
94 H -3.51361 -1.69889 1.41577  C87 1.093
95 H -4.74663 -2.80780 1.91586  C87 1.098

## Properties
- structure (SMILES) = c1ccncc1.c1ccncc1.C1CCOC1.C1CCOC1.C1CCOC1.C1CCOC1.C1CCOC1.BrCCBr
- net charge = 0
- E_HOMO (eV) = -9.43
- spin multiplicity = 1
- total energy (Ha) = -6885.332137